101
Properties=species:S:1:pos:R:3:forces:R:3:mulliken_spin:R:1 method="wB97M-V/def2-TZVPD" orbital_gap_ev="7.38 / 7.39" e_homo_ev="-5.27 / -5.28" lumo_energy_ha="0.078 / 0.078" spin_multiplicity=6 total_charge=-1 fmax_ev_per_a=4.0 energy_ev=-108035.126
Sm -1.133582 1.482138 0.174732 0.655 -0.526 0.492 5.058
C -1.415695 0.859409 -4.970661 -2.569 0.736 1.185 -0.002
C -0.889754 1.832735 -3.974179 0.227 -0.955 -0.354 0.002
C 0.302081 1.522863 -3.288523 -2.043 1.964 -0.313 0.004
C 0.707150 2.391107 -2.329957 1.645 1.150 2.537 -0.008
C -0.006025 3.566077 -2.055596 -0.028 -0.084 -0.197 0.001
C -1.184249 3.822450 -2.704315 -0.637 1.376 0.816 -0.003
C -1.660065 2.912433 -3.611538 -0.658 0.786 -0.620 0.003
H -0.695437 0.226583 -5.354795 1.599 -1.134 -1.038 0.000
H -2.039551 1.332914 -5.746958 0.448 -0.191 0.166 0.000
H -2.102179 0.227994 -4.367588 0.127 0.051 -0.425 0.001
H 0.845600 0.675165 -3.485778 1.101 -1.939 -0.607 0.000
H 1.601600 2.212389 -1.660654 -0.838 -0.040 -1.082 0.003
H 0.282427 4.322606 -1.367314 0.725 0.066 0.600 0.003
H -1.733038 4.772857 -2.444627 0.476 -1.235 -0.429 0.000
H -2.634898 3.166039 -4.038549 0.337 -0.637 -0.276 0.000
N 1.498587 -1.249499 0.638480 -0.408 -1.105 -0.061 -0.002
P 1.745743 0.354039 1.049682 0.720 0.246 1.124 -0.003
C 3.601778 0.570434 1.037136 -0.520 -0.857 -0.425 -0.002
C 4.463032 -0.515139 1.151124 2.172 1.541 0.507 -0.001
C 5.860226 -0.244679 1.294672 -1.624 1.236 -0.621 0.000
C 6.360890 1.058914 1.281870 0.918 -0.534 0.922 0.000
C 5.464993 2.107734 1.244300 0.695 -1.032 -1.061 0.001
C 4.161876 1.831524 0.992665 -2.944 2.780 -0.019 -0.001
C 1.556929 0.332614 2.900610 -0.484 -0.596 -1.016 -0.004
C 0.867957 -0.694154 3.541027 -0.328 -0.617 0.168 0.002
C 0.379877 -0.608853 4.850555 0.966 0.379 -1.116 0.000
C 0.703992 0.543970 5.570634 -1.271 -0.579 0.181 0.000
C 1.393459 1.528646 4.945680 1.742 1.538 -1.245 0.000
C 1.817357 1.466832 3.593932 -0.440 0.425 1.703 0.000
P 0.277956 -1.456505 -0.596992 0.362 -0.379 0.106 -0.005
C 1.305843 -1.755659 -2.118153 1.904 0.041 -0.745 -0.002
C 2.720553 -1.524128 -1.983063 -2.220 -0.739 -0.002 0.000
C 3.558657 -1.517944 -3.062389 0.608 0.959 -0.779 0.000
C 3.035646 -1.606761 -4.347076 0.066 -0.720 -0.101 0.000
C 1.699207 -1.964128 -4.512930 -0.270 1.391 -1.049 0.000
C 0.825219 -2.010298 -3.442083 -0.087 0.499 2.503 -0.001
C -0.202149 -3.172514 -0.147537 -0.658 0.309 0.586 0.001
C -1.142282 -3.410477 0.861661 -0.109 1.150 1.091 -0.001
C -1.369525 -4.675654 1.337451 0.427 -1.201 -1.531 -0.001
C -0.757467 -5.793849 0.714089 0.280 1.290 0.460 0.000
C 0.149189 -5.606501 -0.328482 -1.268 1.268 1.226 0.000
C 0.386443 -4.277069 -0.693977 0.649 -1.170 -1.308 0.000
H 1.580394 -1.991421 1.356183 0.090 0.555 -0.856 0.000
H 4.139034 -1.518858 1.176253 -0.500 -0.944 0.032 0.000
H 6.582476 -0.991028 1.386033 0.735 -1.515 0.078 0.000
H 7.463865 1.223801 1.392649 -1.178 -0.139 -0.116 0.000
H 5.746824 3.111241 1.183161 0.739 1.382 0.176 0.000
H 3.492259 2.775173 0.812519 1.162 -2.232 0.495 0.000
H 0.610110 -1.539468 2.916848 -0.287 -0.187 0.412 -0.001
H -0.261489 -1.390995 5.201592 -0.149 -0.225 0.326 0.000
H 0.250407 0.774920 6.531932 0.304 -0.392 0.072 0.000
H 1.697174 2.423522 5.469092 -0.333 0.183 0.249 0.000
H 2.225086 2.333441 3.107200 0.337 0.308 0.064 0.001
H 3.117088 -1.347221 -1.013902 0.248 0.104 0.581 0.000
H 4.600072 -1.229900 -2.904076 -0.189 -0.263 -0.115 0.000
H 3.648038 -1.415104 -5.233659 -0.135 -0.189 0.391 0.000
H 1.306183 -1.860023 -5.536889 0.018 -0.659 0.505 0.000
H -0.258312 -2.098264 -3.490935 0.161 -0.184 -0.685 0.000
H -1.645823 -2.610060 1.422249 0.303 -0.039 -0.604 0.001
H -2.108255 -4.832748 2.089878 -0.207 -0.042 0.606 0.000
H -0.948781 -6.724553 1.181940 -0.150 -1.064 -0.061 0.000
H 0.640150 -6.394229 -0.851431 0.222 -0.503 -0.144 0.000
H 1.026018 -4.171773 -1.543754 0.571 0.349 -0.318 -0.001
O -4.695411 -0.741090 5.056541 0.481 0.166 -0.555 0.000
C -4.032024 -0.325545 4.136039 -0.794 0.664 -0.042 0.000
C -2.758260 -0.986370 3.561310 -0.699 -0.036 1.219 -0.001
O -2.378456 -2.061073 3.993170 0.446 -0.148 -0.536 -0.001
C -2.235061 -0.053120 2.598367 0.107 0.149 -0.549 0.006
C -3.115772 1.023110 2.448246 0.810 0.265 -0.419 -0.004
O -2.802033 1.933268 1.591658 -0.510 0.442 -0.211 -0.005
C -4.309962 0.975794 3.287735 1.242 -1.759 0.066 -0.001
O -5.266648 1.686897 3.228187 -0.934 0.553 0.437 0.000
O -1.161967 -0.107336 1.842728 -0.665 -0.059 0.009 -0.001
C -5.635616 -2.362592 -1.454835 0.700 -0.084 -0.591 0.000
Si -3.967411 -2.098095 -2.394511 -1.851 0.003 -1.695 -0.001
C -2.882587 -3.544427 -2.224970 0.395 -0.395 0.170 0.000
C -4.312750 -1.901485 -4.377505 0.474 -0.827 1.282 0.000
C -3.168391 -0.564159 -1.926946 0.702 1.094 0.779 0.011
C -2.534781 0.394552 -1.466859 -0.861 -0.781 -0.950 -0.021
H -5.570528 -1.691340 -0.618039 -0.207 0.320 0.558 0.000
H -5.922796 -3.352433 -1.089669 0.572 -0.077 -0.056 0.000
H -6.468910 -2.064802 -2.071317 -0.296 0.429 -0.299 0.000
H -3.292190 -4.264597 -2.901307 -0.231 -0.723 -0.574 0.000
H -2.768763 -4.033779 -1.272004 -0.078 0.059 0.504 0.000
H -1.900825 -3.290238 -2.579707 0.596 0.038 -0.227 0.000
H -5.071778 -2.651325 -4.736189 0.750 0.754 0.230 0.000
H -3.339616 -2.012196 -4.950840 -1.186 0.204 0.585 0.000
H -4.703711 -0.879694 -4.446950 0.060 -0.212 -0.402 0.000
N 2.094127 7.448997 4.175441 0.590 1.042 0.937 0.000
C 1.915187 6.467630 3.623917 -0.711 -1.238 -1.568 0.000
C 1.436975 5.373418 2.796559 0.406 -0.901 -0.093 0.001
C 0.229440 4.780605 3.145917 -0.359 -1.442 -1.450 -0.004
C -0.320011 3.730326 2.335494 1.057 1.209 0.402 -0.005
C 0.300257 3.315397 1.138770 -1.229 0.076 0.445 -0.024
C 1.495860 3.957513 0.841906 0.816 -0.250 -1.262 0.012
C 2.116103 4.862647 1.643827 0.348 2.154 1.126 -0.001
H -0.330112 5.074950 3.999599 -0.194 0.450 0.678 0.000
H -1.268216 3.300522 2.659429 0.225 0.075 -0.035 -0.002
H 2.043410 3.778082 -0.118179 -0.610 -0.169 0.713 -0.001
H 3.072294 5.318880 1.325543 -0.567 -0.261 0.336 0.000



100
Properties=species:S:1:pos:R:3:forces:R:3:lowdin_charge:R:1 method="wB97M-V/def2-TZVPD" e_above_lowest_kcal_mol=117.42 orbital_gap_ev=8.72 e_homo_ev=-8.94 lumo_energy_ha=-0.008 fmax_ev_per_a=3.8 energy_ev=-150527.550
C -7.520461 -15.533235 21.788429 -0.985 -0.028 0.945 -0.257
S -7.930474 -14.246346 23.033705 -0.573 -0.495 0.682 0.813
O -9.228443 -14.688663 23.692978 1.283 0.287 -0.751 -0.590
C -6.615228 -14.650173 24.268307 -0.145 0.258 -0.638 -0.252
H -8.335643 -15.574605 21.066032 0.252 0.681 -0.314 0.046
H -7.714651 -16.453595 22.339184 0.788 -0.250 0.094 0.046
H -6.527125 -15.386492 21.364344 -0.160 -0.202 0.054 0.057
H -5.658023 -14.197452 24.009651 -0.052 0.041 -0.343 0.044
H -6.487819 -15.730708 24.333938 -0.240 0.075 0.266 0.050
H -6.940954 -14.167178 25.189570 -0.165 -0.345 0.009 0.044
C -13.655074 -13.123114 28.736382 -0.288 0.547 -0.837 -0.292
S -13.001428 -12.877290 30.426985 -1.684 0.281 0.077 0.827
O -13.003255 -11.397253 30.697265 0.066 -1.129 -0.379 -0.569
C -14.589985 -13.500361 31.245123 0.689 0.653 -0.427 -0.237
H -14.011408 -14.118988 28.473012 0.396 -0.294 0.514 0.051
H -12.951115 -12.797984 27.970342 0.479 -0.189 0.310 0.041
H -14.511843 -12.476883 28.545535 -0.130 0.254 0.601 0.049
H -14.545228 -13.024049 32.224529 -0.028 -0.345 0.071 0.041
H -14.687780 -14.585578 31.274047 0.361 0.059 0.139 0.046
H -15.445862 -13.095024 30.705426 0.152 0.154 -0.077 0.043
C -10.158071 -8.503517 24.561229 1.037 -0.014 -0.106 -0.252
S -8.610067 -8.355834 25.605331 -1.386 3.085 1.693 0.855
O -8.732943 -6.989815 26.387862 0.407 -2.794 -1.917 -0.604
C -9.118531 -9.576796 26.835618 0.029 0.029 0.186 -0.288
H -10.167031 -9.508042 24.138219 -0.377 -0.340 0.600 0.040
H -10.092394 -7.918558 23.643840 0.324 0.614 0.400 0.043
H -11.011449 -8.186677 25.160788 0.044 -0.336 -0.042 0.057
H -9.466590 -10.430513 26.254128 -0.031 -0.239 0.507 0.042
H -9.847997 -9.153550 27.526154 -0.605 0.184 -0.661 0.060
H -8.330881 -9.809872 27.552127 0.554 -0.205 -0.666 0.048
C -6.266365 -19.111921 15.451376 0.670 0.331 0.165 -0.242
S -4.534016 -18.392311 15.362378 -1.453 0.050 0.551 0.826
O -3.874263 -18.811018 16.629723 -0.134 0.355 -0.310 -0.567
C -5.055962 -16.638629 15.429705 -0.013 0.351 0.541 -0.283
H -6.182122 -20.062643 14.924945 -0.404 0.106 0.040 0.034
H -7.046641 -18.445748 15.083286 0.273 -0.090 -0.592 0.040
H -6.528646 -19.260759 16.498827 0.487 -0.155 0.109 0.046
H -5.690954 -16.285335 16.242160 -0.086 -0.825 0.514 0.054
H -5.651654 -16.399489 14.548765 0.559 -0.090 -0.415 0.047
H -4.155181 -16.037928 15.555624 0.096 -0.041 -0.589 0.046
C -17.479825 -16.567299 24.824545 -0.220 0.044 -0.667 -0.269
S -16.733567 -18.097252 24.139044 -1.040 -0.604 -1.367 0.827
O -17.809997 -18.772639 23.279283 1.379 1.053 1.361 -0.578
C -15.640292 -17.260851 22.944805 0.166 0.235 0.629 -0.269
H -17.975370 -16.037461 24.011039 -0.155 -0.223 -0.187 0.050
H -16.767500 -15.848460 25.229460 0.240 -0.452 0.297 0.046
H -18.238152 -16.868153 25.547404 0.218 -0.007 0.051 0.046
H -15.059927 -16.532581 23.511275 -0.236 0.395 -0.049 0.042
H -16.302925 -16.817233 22.201689 0.223 0.070 -0.033 0.055
H -14.865752 -17.888354 22.503868 -0.562 -0.500 -0.043 0.051
C -16.637650 -11.594022 19.649154 0.063 0.265 1.642 -0.243
S -15.087187 -12.363617 20.373369 -1.548 0.640 -0.403 0.813
O -14.065824 -11.536348 19.715874 1.108 0.196 0.148 -0.569
C -15.244935 -11.836175 22.158888 1.101 -0.255 0.238 -0.260
H -17.500228 -12.044103 20.140568 -0.152 -0.129 -0.289 0.037
H -16.722889 -11.551300 18.563331 0.484 -0.750 0.126 0.051
H -16.594783 -10.554267 19.973442 0.092 0.060 0.100 0.043
H -16.192787 -12.027168 22.662063 -0.095 0.178 -0.395 0.046
H -14.764761 -10.895974 22.430116 -0.904 0.911 -0.903 0.051
H -14.480294 -12.395188 22.698270 -0.147 -1.124 -0.259 0.028
C -5.220890 -23.276612 20.398975 -0.281 0.149 0.716 -0.250
S -6.387712 -23.097064 21.823124 1.697 1.933 -0.755 0.837
O -5.685359 -21.988395 22.604420 -1.277 -1.188 -0.413 -0.587
C -7.679005 -22.373427 20.790568 -0.048 1.320 0.554 -0.298
H -4.731951 -22.316202 20.235720 -0.053 0.161 0.625 0.056
H -5.716593 -23.448405 19.443537 0.061 -0.984 0.238 0.047
H -4.510477 -23.986210 20.823114 0.139 -0.218 -0.940 0.038
H -8.322953 -21.784789 21.443971 -0.725 -0.903 0.319 0.047
H -8.133763 -23.144506 20.168687 -0.232 0.201 0.230 0.056
H -7.319303 -21.516639 20.220801 0.743 -0.454 -0.556 0.054
C -1.161454 -20.188745 26.268533 1.154 -0.850 -0.329 -0.255
S -0.351547 -21.478389 25.172258 0.812 -0.829 0.569 0.836
O 1.154900 -21.629447 25.493630 -2.950 0.409 0.029 -0.589
C -1.259339 -22.924115 26.007678 1.190 0.537 0.428 -0.238
H -1.060201 -20.562626 27.287381 -0.035 0.303 0.026 0.037
H -2.206901 -20.056121 25.990034 0.130 -0.102 -0.135 0.051
H -0.566055 -19.289614 26.109868 -0.211 0.033 0.095 0.040
H -0.608090 -23.795434 25.938366 0.017 0.091 -0.435 0.042
H -2.265847 -23.169089 25.668513 0.141 0.446 -0.290 0.048
H -1.250943 -22.663936 27.066136 -0.266 -0.040 0.024 0.028
C -0.764757 -11.573658 21.358186 -0.071 -0.450 0.184 -0.253
S -1.769445 -13.100450 21.213373 -0.504 -0.565 -3.166 0.833
O -2.072695 -13.303879 19.698988 0.561 0.386 2.705 -0.596
C -0.543013 -14.361182 21.631200 0.698 0.145 0.679 -0.282
H -1.090054 -11.172660 22.318135 0.405 0.267 -0.014 0.038
H -1.022847 -10.888727 20.550487 -0.383 -0.260 0.039 0.054
H 0.310666 -11.740518 21.297275 -0.075 -0.188 0.219 0.049
H -0.287530 -14.296101 22.688831 -0.038 0.413 0.180 0.047
H 0.381542 -14.209651 21.074124 -0.187 -0.057 -0.258 0.054
H -0.898806 -15.387115 21.536543 -0.428 0.301 -0.564 0.054
C -6.364111 -13.663321 31.846839 -0.097 1.829 0.165 -0.272
S -4.965971 -13.667426 30.616889 0.710 -0.388 2.364 0.849
O -3.708883 -13.005665 31.199978 -2.266 -0.862 -0.794 -0.563
C -4.680092 -15.437302 30.855292 1.226 -0.701 -0.664 -0.298
H -6.743166 -12.642595 31.796514 -0.100 0.178 -0.104 0.031
H -6.082396 -13.749506 32.896276 0.590 -0.485 -0.189 0.057
H -7.235626 -14.285869 31.644367 0.467 -0.392 -0.476 0.050
H -5.499709 -16.155301 30.883761 -0.431 0.568 -0.514 0.054
H -4.084295 -15.702904 31.728563 0.006 0.840 0.330 0.060
H -4.009264 -15.626707 30.017314 -0.110 -0.588 -0.124 0.032



14
Properties=species:S:1:pos:R:3:forces:R:3:lowdin_charge:R:1 method="wB97M-V/def2-TZVPD" e_above_lowest_kcal_mol=109.24 orbital_gap_ev=9.64 e_homo_ev=-8.80 lumo_energy_ha=0.031 fmax_ev_per_a=0.4 energy_ev=-7357.518
C -1.707979 -0.616723 0.258896 -0.010 -0.015 0.019 -0.038
C -0.735957 0.412383 -0.271947 -0.250 -0.135 -0.131 -0.368
O -0.179904 1.233187 0.767233 -0.039 0.084 0.092 -0.064
C 1.153717 0.843965 0.447243 0.374 -0.022 0.156 -0.398
C 1.667662 -0.363451 0.987404 0.039 0.276 -0.165 0.128
C 0.635528 -0.121545 -0.721588 -0.035 -0.169 -0.246 -0.087
H -2.534599 -0.118859 0.774740 0.108 -0.054 -0.072 0.085
H -1.199530 -1.274808 0.970018 -0.071 0.092 -0.087 0.084
H -2.120443 -1.213538 -0.563235 0.067 0.086 0.105 0.085
H -1.203083 1.042657 -1.040331 0.077 -0.082 0.100 0.145
H 1.765131 1.693837 0.124682 -0.070 -0.174 0.035 0.151
H 2.663514 -0.477168 0.513901 -0.104 0.028 0.105 0.043
H 0.763229 -1.199538 -0.551494 -0.048 0.063 -0.073 0.108
H 1.032715 0.159597 -1.695521 -0.038 0.022 0.163 0.125